(1)
Here is the ion C15H23N2O2 with charge +1 from the OMol25 dataset. Energies are from ωB97M-V with the def2-TZVPD basis set.

Summary:
Charge: +1
HOMO-LUMO gap, eV: 8.691
DFT total energy, a.u.: -845.1589

Geometry (Å):
C (-3.7701, -0.7969, -1.2238)
C (-2.6212, -0.3913, -0.3680)
C (-2.2786, 0.8613, 0.0590)
C (-2.9403, 2.1674, -0.1929)
N (-1.1421, 0.7897, 0.8578)
C (-0.3683, 1.8953, 1.3307)
C (0.6526, 2.4439, 0.2781)
O (1.9063, 2.6899, 0.8792)
C (0.9461, 1.4646, -0.8728)
N (1.8125, 0.3782, -0.3863)
C (2.3733, -0.5080, -1.4213)
C (3.4019, -1.4165, -0.7447)
O (4.2168, -0.5698, 0.0378)
C (-0.7551, -0.5211, 0.9472)
C (0.3228, -1.1054, 1.6191)
C (0.4773, -2.4789, 1.5048)
C (-0.3972, -3.2463, 0.7365)
C (-1.4700, -2.6737, 0.0846)
C (-1.6567, -1.2964, 0.1781)
H (-4.5420, -1.2716, -0.6186)
H (-4.2097, 0.0579, -1.7294)
H (-3.4455, -1.5158, -1.9738)
H (-3.2864, 2.6090, 0.7415)
H (-2.2640, 2.8730, -0.6762)
H (-3.8039, 2.0257, -0.8342)
H (0.1957, 1.5744, 2.2113)
H (-1.0358, 2.7024, 1.6388)
H (0.2525, 3.3617, -0.1710)
H (1.8668, 3.4692, 1.4421)
H (1.4825, 2.0073, -1.6541)
H (0.0265, 1.0534, -1.2909)
H (1.2877, -0.2119, 0.3234)
H (2.6111, 0.8107, 0.1122)
H (2.8677, 0.1041, -2.1785)
H (1.5781, -1.0931, -1.8841)
H (2.8939, -2.1567, -0.1108)
H (3.9785, -1.9459, -1.5089)
H (5.0106, -1.0349, 0.3184)
H (0.9459, -0.5474, 2.3066)
H (1.2804, -2.9648, 2.0377)
H (-0.2418, -4.3119, 0.6760)
H (-2.1588, -3.2806, -0.4808)

Forces on atoms 1 to 3 (eV/Å):
0.001 0.043 0.143
0.030 0.283 -0.072
-0.170 -0.238 -0.212

=====

(2)
Here is a cluster of 4 separate species, C15H23N2O6P2S in total at a distorted geometry from the OMol25 dataset. Energies are from ωB97M-V with the def2-TZVPD basis set.

Summary:
Charge: -1
HOMO-LUMO gap, eV: 5.702
DFT total energy, a.u.: -2226.6097

Geometry (Å):
C (0.6255, 1.7491, -1.5407)
C (1.9546, 1.0650, -1.5335)
C (2.9730, 1.2225, -0.2164)
C (2.0133, 1.5340, 1.1171)
C (2.2607, 2.9443, 1.9275)
P (3.6090, 4.2431, 1.4912)
S (5.2991, 3.5200, 2.2391)
C (1.2921, 3.2841, 3.2151)
C (0.1320, 2.2111, 3.6587)
P (-1.0042, 2.6084, 5.1890)
O (-0.5007, 3.8885, 6.0032)
C (-0.1166, 0.7553, 2.8752)
N (-1.2244, -0.1047, 3.4160)
C (-1.3058, -1.3354, 2.5570)
C (-2.4822, -2.4470, 2.9760)
O (-2.3163, -3.2651, 4.0525)
O (-3.7240, -2.6036, 2.1899)
C (-0.3562, -1.7312, 1.2967)
N (0.7432, -0.8277, 0.8149)
C (0.8485, 0.4474, 1.6022)
H (0.3433, 2.6937, -2.1713)
H (-0.2344, 1.2806, -0.8615)
H (2.2699, 0.3943, -2.4419)
H (3.6555, 0.2759, -0.0709)
H (3.6729, 2.1378, -0.4877)
H (3.8504, 4.3872, 0.0764)
H (3.3940, 5.4936, 2.1928)
H (1.4516, 4.3071, 3.7735)
H (-0.9991, 1.4026, 6.0245)
H (-2.3767, 2.8065, 4.7692)
H (-0.5324, -2.7587, 0.7307)
C (-2.1034, -2.1152, -2.2624)
O (-0.7192, -2.2153, -1.9826)
H (-2.3605, -2.8329, -3.0449)
H (-2.6759, -2.3428, -1.3600)
H (-2.3341, -1.1045, -2.6078)
H (-0.5209, -1.5673, -1.2854)
C (1.3292, -4.3953, -2.2222)
O (2.6439, -4.8377, -2.5053)
H (1.2576, -3.3283, -2.4457)
H (0.6172, -4.9440, -2.8435)
H (1.1083, -4.5594, -1.1647)
H (2.6769, -5.7870, -2.2974)
C (-4.0384, 0.0054, -4.7025)
O (-2.6596, 0.2625, -4.5096)
H (-4.5170, -0.1151, -3.7278)
H (-4.4965, 0.8459, -5.2294)
H (-4.1612, -0.9126, -5.2823)
H (-2.2619, 0.3648, -5.3910)

Forces on atoms 1 to 3 (eV/Å):
1.316 -1.408 0.610
-1.661 1.190 0.467
-1.983 -1.166 0.035

=====

(3)
Here is the molecule C15H23N3O at a distorted geometry from the OMol25 dataset. Energies are from ωB97M-V with the def2-TZVPD basis set.

Summary:
Charge: 0
HOMO-LUMO gap, eV: 9.067
DFT total energy, a.u.: -824.8725

Geometry (Å):
C (2.6945, 5.2200, -2.2977)
C (1.9764, 4.8201, -1.0145)
C (1.1669, 3.5375, -1.1912)
C (0.4644, 3.1304, 0.1017)
C (-0.4652, 1.9267, -0.0604)
C (0.2200, 0.6435, -0.5335)
C (1.3842, 0.2018, 0.3630)
C (0.9772, 0.1101, 1.8102)
O (1.3329, 0.8674, 2.6859)
N (0.1386, -0.9298, 2.1216)
N (-0.2717, -1.8169, 1.2101)
C (-1.0514, -2.7897, 1.4899)
C (-1.5941, -3.1017, 2.8603)
C (-1.4302, -3.6397, 0.3599)
C (-2.5924, -4.4112, 0.3535)
C (-2.8854, -5.1815, -0.7586)
C (-2.0108, -5.1539, -1.8339)
N (-0.9070, -4.4233, -1.8459)
C (-0.6278, -3.6945, -0.7868)
H (1.9783, 5.3851, -3.1001)
H (3.2620, 6.1361, -2.1508)
H (3.3824, 4.4372, -2.6104)
H (2.7094, 4.6746, -0.2178)
H (1.3100, 5.6286, -0.7050)
H (1.8386, 2.7419, -1.5187)
H (0.4213, 3.6872, -1.9765)
H (-0.1348, 3.9740, 0.4544)
H (1.2040, 2.9177, 0.8745)
H (-1.2516, 2.1768, -0.7776)
H (-0.9469, 1.7374, 0.9023)
H (0.5995, 0.7802, -1.5470)
H (-0.5203, -0.1583, -0.5628)
H (1.7258, -0.7807, 0.0353)
H (2.2079, 0.9114, 0.2932)
H (-0.1510, -0.9914, 3.0990)
H (-2.4731, -2.4912, 3.0720)
H (-0.8444, -2.8982, 3.6250)
H (-1.8700, -4.1495, 2.9324)
H (-3.2734, -4.3963, 1.1920)
H (-3.7792, -5.7854, -0.7913)
H (-2.1977, -5.7361, -2.7263)
H (0.2842, -3.1164, -0.8296)

Forces on atoms 1 to 3 (eV/Å):
-0.057 0.047 0.250
0.001 -0.174 -0.309
0.008 0.235 0.452

=====

(4)
Here is the molecule C15H23N3O3 from the OMol25 dataset. Energies are from ωB97M-V with the def2-TZVPD basis set.

Summary:
Charge: 0
HOMO-LUMO gap, eV: 9.024
DFT total energy, a.u.: -975.4276

Geometry (Å):
C (-6.5082, -0.8077, 1.1976)
O (-5.3017, -1.3847, 0.7661)
C (-4.3606, -0.5767, 0.1962)
C (-3.1884, -1.2064, -0.2223)
C (-2.1738, -0.4834, -0.8138)
C (-2.2991, 0.8904, -1.0025)
C (-1.1805, 1.6988, -1.5984)
C (-0.2463, 2.2268, -0.5000)
N (0.5222, 1.1533, 0.0873)
C (1.8654, 1.1286, 0.0568)
O (2.5441, 2.0563, -0.3447)
C (2.4710, -0.2051, 0.5267)
N (2.9354, -0.9131, -0.6547)
C (2.0158, -1.5325, -1.4531)
N (2.4983, -1.9264, -2.6728)
O (0.8640, -1.7302, -1.1178)
C (3.5901, -0.0312, 1.5668)
C (3.9170, -1.3801, 2.2052)
C (4.8504, 0.6052, 0.9831)
C (-3.4654, 1.5102, -0.5807)
C (-4.4927, 0.7942, 0.0108)
H (-7.0556, -0.3487, 0.3675)
H (-6.3408, -0.0591, 1.9795)
H (-7.0980, -1.6269, 1.6065)
H (-3.0964, -2.2706, -0.0743)
H (-1.2789, -0.9964, -1.1346)
H (-0.5985, 1.0852, -2.2880)
H (-1.5862, 2.5509, -2.1460)
H (-0.8368, 2.7216, 0.2795)
H (0.4722, 2.9411, -0.9096)
H (0.0129, 0.3047, 0.2899)
H (1.6778, -0.8238, 0.9593)
H (3.7443, -0.5045, -1.0978)
H (3.4882, -1.9739, -2.8382)
H (1.9185, -2.5604, -3.1960)
H (3.1928, 0.6392, 2.3369)
H (3.0474, -1.7904, 2.7130)
H (4.7190, -1.2686, 2.9307)
H (4.2346, -2.0877, 1.4428)
H (5.5224, 0.8937, 1.7879)
H (5.3801, -0.0971, 0.3422)
H (4.5922, 1.4931, 0.4129)
H (-3.5829, 2.5762, -0.7185)
H (-5.3853, 1.3161, 0.3190)

Forces on atoms 1 to 3 (eV/Å):
-0.187 0.103 0.066
0.320 -0.070 -0.138
0.141 -0.055 -0.041

=====

Quick rundown of energy relative to the best compared isomer or geometry (same formula, charge and spin), same order as above: 0.0; 1210.5; 101.0; 31.2 kJ/mol
Quick rundown of HOMO energy, same order as above: -10.93; -5.18; -8.72; -8.25 eV